Here is an isolated molecule of C18H19ClN2O5S at a distorted geometry from the OMol25 dataset. Energies are from wB97M-V/def2-TZVPD.

```
46
Properties=species:S:1:pos:R:3:forces:R:3:lowdin_charge:R:1
C -3.782 -0.275 -3.500 -0.1 0.4 0.7 -0.100
H -4.697 -0.728 -3.858 -0.2 0.0 0.0 0.066
H -3.342 0.359 -4.258 0.1 0.1 -0.1 0.065
H -3.084 -1.030 -3.158 0.1 -0.1 0.0 0.038
S -4.225 0.770 -2.090 -0.1 0.0 -0.2 0.621
O -5.292 0.145 -1.363 0.1 -0.3 0.0 -0.300
O -4.412 2.111 -2.560 0.2 0.0 -0.2 -0.299
N -2.911 0.807 -1.065 -0.7 -0.2 -0.5 -0.231
C -2.754 -0.303 -0.160 -0.2 -0.2 0.1 -0.103
H -3.732 -0.792 -0.124 0.2 -0.1 0.2 0.126
H -2.516 0.077 0.841 0.0 -0.1 -0.1 0.124
C -1.698 -1.309 -0.611 -0.1 0.1 0.3 -0.463
O -1.582 -1.662 -1.770 0.0 0.0 -0.3 0.048
N -0.921 -1.774 0.382 0.0 -0.2 0.4 0.090
H -1.019 -1.394 1.310 -0.1 0.1 -0.1 0.139
C 0.185 -2.688 0.166 0.1 -0.1 -0.1 -0.118
C 1.497 -2.037 0.521 0.0 -0.1 -0.2 -0.214
C 2.434 -1.747 -0.457 -0.2 -0.1 0.1 -0.044
C 3.646 -1.128 -0.155 0.3 0.2 0.3 0.006
C 3.872 -0.800 1.159 -0.5 -0.2 0.2 -0.224
C 2.929 -1.084 2.152 0.3 0.1 -0.4 -0.207
C 1.742 -1.703 1.859 0.3 0.1 0.1 0.051
H 1.033 -1.931 2.638 -0.1 0.0 0.2 0.128
O 3.401 -0.661 3.360 -0.4 -0.3 -0.1 0.031
C 4.655 -0.064 3.100 0.8 0.6 0.9 -0.163
O 4.952 -0.184 1.724 0.0 -0.1 -0.5 0.039
H 5.433 -0.569 3.692 -0.2 0.0 -0.2 0.142
H 4.619 1.002 3.377 -0.1 -0.3 -0.1 0.119
H 4.376 -0.911 -0.917 0.1 0.0 -0.1 0.122
H 2.225 -2.011 -1.482 -0.1 0.0 -0.1 0.116
H 0.030 -3.583 0.780 0.0 0.0 -0.1 0.130
H 0.159 -2.967 -0.888 0.0 0.0 0.2 0.121
C -1.723 1.421 -1.624 0.3 0.4 -0.4 -0.160
C -0.738 1.776 -0.545 0.0 0.0 0.1 -0.208
C -1.151 2.494 0.572 0.1 -0.1 -0.1 -0.028
C -0.265 2.790 1.591 0.0 0.0 0.0 -0.092
C 1.055 2.377 1.481 -0.2 -0.1 -0.3 -0.659
C 1.490 1.680 0.368 0.0 0.1 0.1 -0.093
C 0.587 1.371 -0.633 -0.2 0.1 0.0 -0.020
H 0.923 0.811 -1.493 0.0 -0.1 -0.1 0.119
H 2.521 1.375 0.285 0.1 0.0 0.0 0.098
Cl 2.171 2.733 2.750 0.2 0.1 0.2 0.707
H -0.589 3.341 2.460 0.0 0.1 0.1 0.106
H -2.180 2.814 0.636 -0.1 0.0 0.1 0.126
H -1.240 0.763 -2.359 0.0 0.1 0.1 0.122
H -2.081 2.319 -2.134 0.2 0.0 0.0 0.128
```
Forces are in eV/Å.

Results
LUMO: 0.54 eV
SMILES: CS(=O)(=O)N(CC(=O)NCc1ccc2c(c1)OCO2)Cc1ccc(Cl)cc1
frontier orbital gap: 9.0 eV
energy: -2041.4132 hartree
charge: 0

***

Here is a structure of composition C18H19F4N4Rh from the OMol25 dataset. Energies are from wB97M-V/def2-TZVPD.

```
46
Properties=species:S:1:pos:R:3:forces:R:3:lowdin_charge:R:1
Rh -0.224 0.087 0.082 -0.1 0.1 0.1 1.149
C 2.636 -0.858 -0.758 -0.2 0.1 0.1 -0.069
C 2.417 -0.984 0.741 0.2 0.0 0.0 -0.199
N 1.409 -0.024 1.330 0.1 -0.1 -0.2 -0.276
C 2.111 1.257 1.646 -0.1 0.1 0.0 -0.221
C 1.212 2.351 2.199 0.0 0.0 0.0 -0.079
C 0.850 -0.585 2.593 0.0 0.0 0.0 -0.142
C -0.156 -1.674 2.298 0.0 0.0 0.1 -0.126
N -0.941 -1.229 1.141 0.2 0.0 0.0 -0.058
C -2.128 -1.831 0.795 -0.2 0.0 -0.1 -0.105
C -2.802 -1.296 -0.323 0.1 0.0 0.1 -0.095
F -2.197 -0.243 -0.947 -0.1 0.0 0.0 0.030
C -3.999 -1.775 -0.779 0.0 0.0 0.0 -0.188
F -4.577 -1.224 -1.825 0.0 0.0 0.0 0.170
C -4.586 -2.849 -0.117 0.0 0.0 0.0 0.175
C -3.953 -3.410 0.977 0.0 0.0 0.0 -0.177
F -4.494 -4.433 1.602 0.0 0.0 0.0 0.174
C -2.739 -2.923 1.440 0.0 0.0 0.0 -0.106
F -2.162 -3.506 2.472 0.0 0.0 0.0 0.163
H 3.376 -1.589 -1.080 0.1 0.0 0.1 0.100
H 3.006 0.128 -1.042 0.0 0.0 0.0 0.077
H 1.724 -1.075 -1.323 0.0 0.0 0.0 0.056
H 3.358 -0.802 1.264 0.0 -0.1 0.1 0.136
H 2.097 -1.994 0.990 0.0 0.0 -0.1 0.118
H 2.615 1.563 0.731 0.0 0.0 0.0 0.107
H 2.890 1.022 2.377 0.0 0.0 0.0 0.141
H 0.267 2.435 1.655 0.0 0.0 0.0 0.067
H 1.731 3.308 2.133 0.0 0.0 0.0 0.100
H 0.976 2.206 3.252 0.0 0.0 0.0 0.085
H 0.335 0.223 3.107 0.0 0.0 0.0 0.121
H 1.656 -0.944 3.238 0.0 0.0 0.0 0.157
H -0.787 -1.849 3.168 0.0 0.0 0.0 0.148
H 0.292 -2.636 2.030 0.0 0.0 0.0 0.150
H -5.533 -3.248 -0.461 0.0 0.0 0.0 0.171
N -0.708 1.155 -5.940 0.0 0.0 0.0 0.221
C -0.320 1.525 -4.925 0.0 0.1 -0.1 -0.150
C 0.169 1.983 -3.658 0.0 0.0 0.1 -0.169
C 0.871 3.179 -3.519 0.0 0.0 0.0 0.059
C 1.306 3.540 -2.254 0.0 0.0 0.0 0.015
C 1.041 2.714 -1.180 0.0 0.1 0.0 -0.085
N 0.363 1.561 -1.305 0.0 0.0 -0.2 -0.067
C -0.065 1.212 -2.531 0.0 0.0 -0.1 -0.071
H 1.063 3.803 -4.381 0.0 0.0 0.0 0.148
H 1.848 4.461 -2.094 0.0 0.0 0.0 0.134
H 1.359 2.989 -0.188 0.0 0.0 0.0 0.092
H -0.605 0.279 -2.630 0.0 0.0 0.0 0.120
```
Forces are in eV/Å.

Results
LUMO (alpha / beta): -9.80 / -9.76 eV
frontier orbital gap (alpha / beta): 6.5 / 6.5 eV
energy: -1425.6733 hartree
charge: +2

***

Here is a structure of composition C18H19FNO10Sr at a distorted geometry from the OMol25 dataset. Energies are from wB97M-V/def2-TZVPD.

```
50
Properties=species:S:1:pos:R:3:forces:R:3:lowdin_charge:R:1
Sr 0.083 0.050 -0.403 2.9 -1.2 1.0 1.533
C 4.713 1.270 -1.267 1.2 0.6 1.8 -0.040
C 5.652 1.266 -0.183 0.4 0.2 -0.1 -0.347
C 4.976 1.545 1.260 0.1 1.1 1.3 -0.328
O 5.654 1.757 2.274 1.5 -0.6 -0.4 -0.053
C 3.570 1.780 1.439 3.2 -1.1 -0.4 -0.053
C 2.789 1.742 0.373 -2.4 0.8 -0.5 -0.421
C 3.352 1.488 -1.062 -1.4 -1.4 -2.4 -0.336
O 2.573 1.325 -2.100 0.1 0.9 2.6 -0.130
O 1.554 2.007 0.652 -1.4 -0.5 -2.3 -0.224
O 6.905 1.122 -0.293 -1.9 0.2 0.4 -0.093
H 5.112 1.139 -2.262 -0.2 -0.2 -0.2 0.086
H 3.157 1.887 2.431 0.2 0.1 0.0 0.107
C -0.400 -4.139 -1.607 -0.1 5.9 -1.0 -0.006
C -0.750 -2.697 -1.460 0.0 -5.2 1.2 -0.383
C -1.806 -2.435 -0.348 -1.6 -3.7 1.4 -0.354
O -2.232 -1.307 -0.124 0.2 3.0 -0.2 -0.110
C -2.402 -3.547 0.404 1.0 3.6 -1.7 -0.037
C -2.097 -4.820 0.122 -0.4 -4.4 2.7 -0.397
C -0.996 -5.119 -0.896 -0.6 -3.6 -0.8 -0.422
O -0.705 -6.306 -1.241 -0.7 0.2 1.2 -0.084
O -2.650 -5.753 0.853 1.3 1.2 -2.2 -0.130
O -0.301 -1.772 -2.111 0.4 1.9 -1.0 -0.115
H 0.217 -4.413 -2.450 0.3 0.0 0.1 0.096
H -3.129 -3.425 1.194 -0.1 0.6 0.0 0.092
F 1.972 -1.581 0.504 -1.2 0.8 -0.2 -0.729
C -0.308 -1.082 3.270 3.1 0.4 0.7 -0.137
O -0.478 -0.044 2.374 -4.7 1.0 -1.4 -0.221
C -1.918 0.317 2.513 1.3 2.5 0.5 -0.173
C -2.215 1.656 1.798 1.1 -0.6 -0.1 -0.220
N -1.971 1.424 0.424 1.1 0.1 -1.4 -0.193
C -2.058 2.608 -0.455 -0.7 -1.5 0.0 -0.174
C -2.020 2.167 -1.915 -0.5 -0.2 1.6 -0.203
O -0.760 1.524 -2.211 -1.9 1.6 -0.2 -0.289
C -0.267 1.975 -3.442 0.0 -1.3 -1.8 -0.119
H -0.794 -2.039 3.082 -0.3 0.2 -0.1 0.105
H -0.426 -0.602 4.242 -0.7 -0.8 0.7 0.079
H 0.777 -1.148 3.187 0.2 -1.2 0.1 0.099
H -2.073 0.651 3.539 0.1 -0.7 0.7 0.103
H -2.665 -0.438 2.267 0.5 -0.4 -0.4 0.120
H -1.553 2.474 2.079 -0.2 0.0 0.8 0.134
H -3.282 1.875 1.844 -0.4 0.6 1.1 0.113
H -2.728 0.768 0.295 0.2 -0.4 -1.8 0.091
H -1.271 3.358 -0.363 -0.1 -0.1 1.0 0.135
H -3.082 2.881 -0.204 -0.2 1.7 -0.6 0.111
H -2.313 3.038 -2.501 0.8 0.1 -0.5 0.116
H -2.904 1.531 -1.962 0.3 -1.0 -0.7 0.123
H -1.062 1.933 -4.186 -0.8 0.9 0.1 0.078
H 0.295 1.184 -3.940 1.1 0.1 0.9 0.098
H 0.267 2.925 -3.437 0.0 -0.1 0.3 0.101
```
Forces are in eV/Å.

Results
LUMO: 5.65 eV
frontier orbital gap: 4.5 eV
energy: -1634.9379 hartree
charge: -3

***

Please write out number 1 again, unchanged.
Here is an isolated molecule of C18H19ClN2O5S at a distorted geometry from the OMol25 dataset. Energies are from wB97M-V/def2-TZVPD.

```
46
Properties=species:S:1:pos:R:3:forces:R:3:lowdin_charge:R:1
C -3.782 -0.275 -3.500 -0.1 0.4 0.7 -0.100
H -4.697 -0.728 -3.858 -0.2 0.0 0.0 0.066
H -3.342 0.359 -4.258 0.1 0.1 -0.1 0.065
H -3.084 -1.030 -3.158 0.1 -0.1 0.0 0.038
S -4.225 0.770 -2.090 -0.1 0.0 -0.2 0.621
O -5.292 0.145 -1.363 0.1 -0.3 0.0 -0.300
O -4.412 2.111 -2.560 0.2 0.0 -0.2 -0.299
N -2.911 0.807 -1.065 -0.7 -0.2 -0.5 -0.231
C -2.754 -0.303 -0.160 -0.2 -0.2 0.1 -0.103
H -3.732 -0.792 -0.124 0.2 -0.1 0.2 0.126
H -2.516 0.077 0.841 0.0 -0.1 -0.1 0.124
C -1.698 -1.309 -0.611 -0.1 0.1 0.3 -0.463
O -1.582 -1.662 -1.770 0.0 0.0 -0.3 0.048
N -0.921 -1.774 0.382 0.0 -0.2 0.4 0.090
H -1.019 -1.394 1.310 -0.1 0.1 -0.1 0.139
C 0.185 -2.688 0.166 0.1 -0.1 -0.1 -0.118
C 1.497 -2.037 0.521 0.0 -0.1 -0.2 -0.214
C 2.434 -1.747 -0.457 -0.2 -0.1 0.1 -0.044
C 3.646 -1.128 -0.155 0.3 0.2 0.3 0.006
C 3.872 -0.800 1.159 -0.5 -0.2 0.2 -0.224
C 2.929 -1.084 2.152 0.3 0.1 -0.4 -0.207
C 1.742 -1.703 1.859 0.3 0.1 0.1 0.051
H 1.033 -1.931 2.638 -0.1 0.0 0.2 0.128
O 3.401 -0.661 3.360 -0.4 -0.3 -0.1 0.031
C 4.655 -0.064 3.100 0.8 0.6 0.9 -0.163
O 4.952 -0.184 1.724 0.0 -0.1 -0.5 0.039
H 5.433 -0.569 3.692 -0.2 0.0 -0.2 0.142
H 4.619 1.002 3.377 -0.1 -0.3 -0.1 0.119
H 4.376 -0.911 -0.917 0.1 0.0 -0.1 0.122
H 2.225 -2.011 -1.482 -0.1 0.0 -0.1 0.116
H 0.030 -3.583 0.780 0.0 0.0 -0.1 0.130
H 0.159 -2.967 -0.888 0.0 0.0 0.2 0.121
C -1.723 1.421 -1.624 0.3 0.4 -0.4 -0.160
C -0.738 1.776 -0.545 0.0 0.0 0.1 -0.208
C -1.151 2.494 0.572 0.1 -0.1 -0.1 -0.028
C -0.265 2.790 1.591 0.0 0.0 0.0 -0.092
C 1.055 2.377 1.481 -0.2 -0.1 -0.3 -0.659
C 1.490 1.680 0.368 0.0 0.1 0.1 -0.093
C 0.587 1.371 -0.633 -0.2 0.1 0.0 -0.020
H 0.923 0.811 -1.493 0.0 -0.1 -0.1 0.119
H 2.521 1.375 0.285 0.1 0.0 0.0 0.098
Cl 2.171 2.733 2.750 0.2 0.1 0.2 0.707
H -0.589 3.341 2.460 0.0 0.1 0.1 0.106
H -2.180 2.814 0.636 -0.1 0.0 0.1 0.126
H -1.240 0.763 -2.359 0.0 0.1 0.1 0.122
H -2.081 2.319 -2.134 0.2 0.0 0.0 0.128
```
Forces are in eV/Å.

Results
LUMO: 0.54 eV
SMILES: CS(=O)(=O)N(CC(=O)NCc1ccc2c(c1)OCO2)Cc1ccc(Cl)cc1
frontier orbital gap: 9.0 eV
energy: -2041.4132 hartree
charge: 0

***

Copy entry 2 word for word.
Here is a structure of composition C18H19F4N4Rh from the OMol25 dataset. Energies are from wB97M-V/def2-TZVPD.

```
46
Properties=species:S:1:pos:R:3:forces:R:3:lowdin_charge:R:1
Rh -0.224 0.087 0.082 -0.1 0.1 0.1 1.149
C 2.636 -0.858 -0.758 -0.2 0.1 0.1 -0.069
C 2.417 -0.984 0.741 0.2 0.0 0.0 -0.199
N 1.409 -0.024 1.330 0.1 -0.1 -0.2 -0.276
C 2.111 1.257 1.646 -0.1 0.1 0.0 -0.221
C 1.212 2.351 2.199 0.0 0.0 0.0 -0.079
C 0.850 -0.585 2.593 0.0 0.0 0.0 -0.142
C -0.156 -1.674 2.298 0.0 0.0 0.1 -0.126
N -0.941 -1.229 1.141 0.2 0.0 0.0 -0.058
C -2.128 -1.831 0.795 -0.2 0.0 -0.1 -0.105
C -2.802 -1.296 -0.323 0.1 0.0 0.1 -0.095
F -2.197 -0.243 -0.947 -0.1 0.0 0.0 0.030
C -3.999 -1.775 -0.779 0.0 0.0 0.0 -0.188
F -4.577 -1.224 -1.825 0.0 0.0 0.0 0.170
C -4.586 -2.849 -0.117 0.0 0.0 0.0 0.175
C -3.953 -3.410 0.977 0.0 0.0 0.0 -0.177
F -4.494 -4.433 1.602 0.0 0.0 0.0 0.174
C -2.739 -2.923 1.440 0.0 0.0 0.0 -0.106
F -2.162 -3.506 2.472 0.0 0.0 0.0 0.163
H 3.376 -1.589 -1.080 0.1 0.0 0.1 0.100
H 3.006 0.128 -1.042 0.0 0.0 0.0 0.077
H 1.724 -1.075 -1.323 0.0 0.0 0.0 0.056
H 3.358 -0.802 1.264 0.0 -0.1 0.1 0.136
H 2.097 -1.994 0.990 0.0 0.0 -0.1 0.118
H 2.615 1.563 0.731 0.0 0.0 0.0 0.107
H 2.890 1.022 2.377 0.0 0.0 0.0 0.141
H 0.267 2.435 1.655 0.0 0.0 0.0 0.067
H 1.731 3.308 2.133 0.0 0.0 0.0 0.100
H 0.976 2.206 3.252 0.0 0.0 0.0 0.085
H 0.335 0.223 3.107 0.0 0.0 0.0 0.121
H 1.656 -0.944 3.238 0.0 0.0 0.0 0.157
H -0.787 -1.849 3.168 0.0 0.0 0.0 0.148
H 0.292 -2.636 2.030 0.0 0.0 0.0 0.150
H -5.533 -3.248 -0.461 0.0 0.0 0.0 0.171
N -0.708 1.155 -5.940 0.0 0.0 0.0 0.221
C -0.320 1.525 -4.925 0.0 0.1 -0.1 -0.150
C 0.169 1.983 -3.658 0.0 0.0 0.1 -0.169
C 0.871 3.179 -3.519 0.0 0.0 0.0 0.059
C 1.306 3.540 -2.254 0.0 0.0 0.0 0.015
C 1.041 2.714 -1.180 0.0 0.1 0.0 -0.085
N 0.363 1.561 -1.305 0.0 0.0 -0.2 -0.067
C -0.065 1.212 -2.531 0.0 0.0 -0.1 -0.071
H 1.063 3.803 -4.381 0.0 0.0 0.0 0.148
H 1.848 4.461 -2.094 0.0 0.0 0.0 0.134
H 1.359 2.989 -0.188 0.0 0.0 0.0 0.092
H -0.605 0.279 -2.630 0.0 0.0 0.0 0.120
```
Forces are in eV/Å.

Results
LUMO (alpha / beta): -9.80 / -9.76 eV
frontier orbital gap (alpha / beta): 6.5 / 6.5 eV
energy: -1425.6733 hartree
charge: +2

***

Copy entry 2 word for word.
Here is a structure of composition C18H19F4N4Rh from the OMol25 dataset. Energies are from wB97M-V/def2-TZVPD.

```
46
Properties=species:S:1:pos:R:3:forces:R:3:lowdin_charge:R:1
Rh -0.224 0.087 0.082 -0.1 0.1 0.1 1.149
C 2.636 -0.858 -0.758 -0.2 0.1 0.1 -0.069
C 2.417 -0.984 0.741 0.2 0.0 0.0 -0.199
N 1.409 -0.024 1.330 0.1 -0.1 -0.2 -0.276
C 2.111 1.257 1.646 -0.1 0.1 0.0 -0.221
C 1.212 2.351 2.199 0.0 0.0 0.0 -0.079
C 0.850 -0.585 2.593 0.0 0.0 0.0 -0.142
C -0.156 -1.674 2.298 0.0 0.0 0.1 -0.126
N -0.941 -1.229 1.141 0.2 0.0 0.0 -0.058
C -2.128 -1.831 0.795 -0.2 0.0 -0.1 -0.105
C -2.802 -1.296 -0.323 0.1 0.0 0.1 -0.095
F -2.197 -0.243 -0.947 -0.1 0.0 0.0 0.030
C -3.999 -1.775 -0.779 0.0 0.0 0.0 -0.188
F -4.577 -1.224 -1.825 0.0 0.0 0.0 0.170
C -4.586 -2.849 -0.117 0.0 0.0 0.0 0.175
C -3.953 -3.410 0.977 0.0 0.0 0.0 -0.177
F -4.494 -4.433 1.602 0.0 0.0 0.0 0.174
C -2.739 -2.923 1.440 0.0 0.0 0.0 -0.106
F -2.162 -3.506 2.472 0.0 0.0 0.0 0.163
H 3.376 -1.589 -1.080 0.1 0.0 0.1 0.100
H 3.006 0.128 -1.042 0.0 0.0 0.0 0.077
H 1.724 -1.075 -1.323 0.0 0.0 0.0 0.056
H 3.358 -0.802 1.264 0.0 -0.1 0.1 0.136
H 2.097 -1.994 0.990 0.0 0.0 -0.1 0.118
H 2.615 1.563 0.731 0.0 0.0 0.0 0.107
H 2.890 1.022 2.377 0.0 0.0 0.0 0.141
H 0.267 2.435 1.655 0.0 0.0 0.0 0.067
H 1.731 3.308 2.133 0.0 0.0 0.0 0.100
H 0.976 2.206 3.252 0.0 0.0 0.0 0.085
H 0.335 0.223 3.107 0.0 0.0 0.0 0.121
H 1.656 -0.944 3.238 0.0 0.0 0.0 0.157
H -0.787 -1.849 3.168 0.0 0.0 0.0 0.148
H 0.292 -2.636 2.030 0.0 0.0 0.0 0.150
H -5.533 -3.248 -0.461 0.0 0.0 0.0 0.171
N -0.708 1.155 -5.940 0.0 0.0 0.0 0.221
C -0.320 1.525 -4.925 0.0 0.1 -0.1 -0.150
C 0.169 1.983 -3.658 0.0 0.0 0.1 -0.169
C 0.871 3.179 -3.519 0.0 0.0 0.0 0.059
C 1.306 3.540 -2.254 0.0 0.0 0.0 0.015
C 1.041 2.714 -1.180 0.0 0.1 0.0 -0.085
N 0.363 1.561 -1.305 0.0 0.0 -0.2 -0.067
C -0.065 1.212 -2.531 0.0 0.0 -0.1 -0.071
H 1.063 3.803 -4.381 0.0 0.0 0.0 0.148
H 1.848 4.461 -2.094 0.0 0.0 0.0 0.134
H 1.359 2.989 -0.188 0.0 0.0 0.0 0.092
H -0.605 0.279 -2.630 0.0 0.0 0.0 0.120
```
Forces are in eV/Å.

Results
LUMO (alpha / beta): -9.80 / -9.76 eV
frontier orbital gap (alpha / beta): 6.5 / 6.5 eV
energy: -1425.6733 hartree
charge: +2

***

Question: energy of number 3 (C18H19FNO10Sr)?
Answer: -1634.9379 hartree